C4H6FKO4 | ωB97M-V/def2-TZVPD

Structure (XYZ):
```
16
Properties=species:S:1:pos:R:3:forces:R:3:lowdin_charge:R:1
C 1.933435 3.683665 -0.677430 -0.5 -0.1 0.0 -0.52
O 0.617799 3.321911 -0.658183 0.2 -0.3 0.0 -0.48
H 2.517384 3.259720 -1.535814 0.0 0.0 0.0 0.02
H 2.098144 4.793882 -0.748780 0.0 -0.2 0.0 0.03
H 2.510694 3.373882 0.232597 0.0 0.0 0.0 0.02
C -1.100911 -2.665739 0.368862 -0.4 -0.6 -0.3 -0.60
O -1.827372 -1.569429 0.551965 -0.3 0.4 0.0 0.14
C -0.992008 -0.410371 0.435491 0.0 0.3 0.3 -0.25
C 0.273326 -0.970524 -0.191847 0.2 0.3 0.0 0.00
O 0.126730 -2.396010 0.013280 0.7 0.0 -0.2 0.10
O -1.549554 -3.788748 0.463813 -0.4 -0.1 0.3 0.04
F -0.776400 0.041383 1.705111 0.0 -0.2 -0.4 0.08
H -1.510948 0.350607 -0.148809 0.1 0.0 0.2 0.18
H 0.323870 -0.765061 -1.263830 0.0 0.0 0.2 0.15
H 1.179904 -0.628214 0.311567 -0.2 0.0 -0.1 0.16
K -3.824093 -5.630956 1.142008 0.5 0.4 -0.1 0.94
```
Forces are in eV/Å.

* largest force on an atom: 0.80 eV/A
* energy relative to the best compared isomer or geometry (same formula, charge and spin): 325.1 kJ/mol
* Kohn-Sham gap (spin up / spin down): 1.31 / 1.48 eV
* HOMO level (spin up / spin down): -3.77 / -4.01 eV
* spin multiplicity: 1
* net charge: 0